Density functional theory data (ωB97M-V/def2-TZVPD) for a single C4H13NSi molecule at a distorted geometry.

Values from the calculation:
maximum force: 4.50 eV Å⁻¹
energy relative to the best compared isomer or geometry (same formula, charge and spin): 0.678 eV
calculated total energy: -13726.4373 eV
LUMO: 0.9 eV
2S+1: 1
HOMO level: -9.7434 eV
net charge: 0

```
19
Properties=species:S:1:pos:R:3:forces:R:3:mulliken_charge:R:1
C -1.035340 -1.063655 -1.161151 -1.465 -1.695 1.963 -1.43
C -0.849029 -0.577246 0.284794 0.142 -1.763 1.326 0.59
C -1.940620 0.294250 0.720235 -1.998 3.296 2.321 -1.43
Si 0.882796 0.265521 0.554720 -0.545 -0.242 -0.257 0.37
C 1.482134 1.472210 -0.813075 -1.997 -1.283 -0.251 -1.32
N 1.870595 -1.210639 0.566361 -0.266 1.161 0.476 -0.61
H -0.700863 -0.290017 -1.721892 0.726 2.349 -2.440 0.37
H -0.358377 -1.882359 -1.310427 0.084 -0.656 -0.380 0.39
H -2.114204 -1.320338 -1.446235 1.505 0.246 0.573 0.34
H -1.023031 -1.478865 1.021895 1.119 1.231 -1.397 0.21
H -1.888805 1.415002 0.449318 -0.043 -1.609 -0.180 0.26
H -1.975237 0.370079 1.859853 0.203 -0.136 -1.229 0.33
H -2.952413 -0.069873 0.483293 0.293 0.095 -0.321 0.37
H 0.953852 1.218064 1.844087 -0.212 -1.215 -1.084 -0.15
H 1.952198 2.217441 -0.290289 1.203 2.078 1.451 0.42
H 2.189994 1.162199 -1.523258 1.116 -1.187 -0.807 0.44
H 0.761952 1.982621 -1.453164 -0.595 -0.143 0.351 0.38
H 2.829740 -1.000219 0.407123 1.070 0.163 -0.622 0.26
H 1.914653 -1.504175 1.527811 -0.339 -0.690 0.509 0.22
```
Forces are in eV/Å.

Density functional theory data (ωB97M-V/def2-TZVPD) for 2 unconnected molecules or ions with the total composition C18H28F3N2O2 at a distorted geometry.

Values from the calculation:
maximum force: 2.81 eV Å⁻¹
energy relative to the best compared isomer or geometry (same formula, charge and spin): 0.512 eV
calculated total energy: -34345.6208 eV
LUMO: 2.3 eV
2S+1: 1
HOMO level: -4.0456 eV
net charge: -1

```
53
Properties=species:S:1:pos:R:3:forces:R:3:mulliken_charge:R:1
C 4.784312 -3.142703 -0.598935 -1.366 0.005 0.026 -1.18
C 4.301343 -1.778675 -1.052557 -0.063 0.247 -0.160 0.87
C 3.990919 -1.630896 -2.540190 2.213 0.489 0.455 -1.44
C 4.165534 -0.669879 -0.252736 -0.114 -0.042 0.074 -0.67
C 3.133580 -0.515043 0.845057 1.696 -1.591 1.207 -1.16
C 1.746495 -0.992804 0.415425 0.467 0.173 -0.980 -0.45
C 0.947204 -0.015082 -0.480037 -1.198 0.094 0.924 1.20
C 1.299273 1.453759 -0.260666 0.121 -0.169 0.305 -1.96
C -0.570601 -0.159863 -0.122250 0.766 0.572 -0.638 -0.32
C -1.303593 -1.207200 -0.937234 -0.257 0.114 0.559 -1.81
C -0.832444 -2.649457 -0.731955 -1.085 0.073 -0.294 1.10
C -0.940724 -3.039941 0.677799 0.930 -0.880 1.018 0.24
N -0.893374 -3.503984 1.737351 -0.324 0.678 -0.952 -0.62
C -1.758186 -3.584519 -1.549019 0.655 0.289 0.024 -0.78
C -1.391569 -4.988377 -1.392885 -0.246 -2.795 0.030 0.16
N -1.220741 -6.141486 -1.298323 -0.123 2.577 -0.188 -0.48
H 5.681076 -3.018484 -0.002319 -0.033 -0.007 0.268 0.28
H 5.071480 -3.692533 -1.492771 -0.071 -0.203 -0.033 0.45
H 4.047579 -3.735884 -0.051530 0.083 -0.199 0.112 0.27
H 3.827611 -2.624316 -2.947799 -0.170 0.009 -0.221 0.47
H 4.864253 -1.185469 -3.040428 -0.130 -0.078 -0.421 0.33
H 3.157795 -0.959988 -2.690449 -0.257 -0.127 -0.087 0.28
H 4.860194 0.154646 -0.417319 -1.225 0.896 -1.275 0.41
H 3.163071 0.489590 1.250513 -0.135 0.146 -0.060 0.45
H 3.442571 -1.174861 1.673697 -0.242 0.111 0.259 0.40
H 1.909125 -1.901681 -0.167720 0.052 -0.191 0.152 -0.27
H 1.172341 -1.305625 1.282727 -0.112 0.293 0.196 0.60
H 1.021645 -0.256596 -1.542942 0.391 -0.096 -0.074 0.18
H 2.313970 1.712982 -0.560707 0.060 -0.017 -0.116 0.31
H 0.580680 2.094431 -0.759431 0.058 0.098 -0.230 0.60
H 1.202134 1.681897 0.802937 0.015 0.079 0.076 0.40
H -0.671194 -0.306880 0.950907 -0.147 -0.213 0.095 0.44
H -1.033549 0.806804 -0.313089 -0.413 -0.074 -0.025 -0.22
H -2.355138 -1.170921 -0.645834 -0.122 0.062 -0.060 0.49
H -1.266710 -0.955737 -1.996574 0.127 -0.041 -0.136 0.40
H 0.174128 -2.814604 -1.102834 0.299 0.074 0.307 0.12
H -2.792734 -3.417782 -1.269859 -0.174 -0.156 0.130 0.41
H -1.651736 -3.301166 -2.593347 -0.040 -0.072 -0.167 0.43
C -3.849192 4.406451 3.184359 0.169 -0.169 0.127 -0.97
C -4.763480 3.632534 2.240198 -0.373 0.013 0.077 -0.24
O -4.581889 3.910481 0.874540 0.382 0.801 0.006 -0.40
C -3.479322 3.247029 0.166743 -0.345 -1.108 -0.044 0.08
O -3.446703 1.961411 0.348983 0.485 -0.042 -0.096 -0.77
C -2.100870 3.917138 0.462899 -0.498 0.515 0.259 0.76
F -2.191644 5.272007 0.582187 0.151 0.024 -0.016 -0.33
F -1.245575 3.709043 -0.568425 0.032 -0.126 -0.075 -0.28
F -1.467416 3.487950 1.568723 0.138 -0.143 -0.076 -0.29
H -3.730032 5.438452 2.852482 -0.080 0.017 -0.004 0.22
H -4.265439 4.403550 4.196774 -0.068 0.025 -0.036 0.41
H -2.862091 3.955329 3.245789 0.024 0.042 -0.018 0.17
H -5.791835 3.946870 2.452406 -0.031 -0.027 -0.076 0.30
H -4.723917 2.557256 2.441133 0.225 -0.031 -0.119 0.25
H -3.676624 3.602807 -0.873481 -0.096 0.078 -0.010 0.17
```
Forces are in eV/Å.

Density functional theory data (ωB97M-V/def2-TZVPD) for a single C4H10N2 molecule at a distorted geometry.

Values from the calculation:
maximum force: 6.68 eV Å⁻¹
energy relative to the best compared isomer or geometry (same formula, charge and spin): 6.381 eV
calculated total energy: -7284.2389 eV
LUMO (spin up / spin down): 0.6 / 0.5 eV
2S+1: 1
HOMO level (spin up / spin down): -7.8611 / -7.3318 eV
net charge: 0

```
16
Properties=species:S:1:pos:R:3:forces:R:3:mulliken_charge:R:1
C 1.179421 -1.206310 0.046027 -4.446 3.530 0.132 -0.31
C 2.343701 -0.315265 -0.205277 3.084 -3.054 0.005 -1.11
C -2.614071 0.053805 0.150193 -1.868 2.157 2.339 -0.65
C 0.125461 0.891665 0.168215 -1.943 -0.351 1.104 -1.10
N -1.628326 -0.829598 -0.235692 6.197 -2.491 -0.254 -0.63
N -0.154652 -0.509512 -0.031390 -0.720 -0.923 0.660 0.45
H 1.331951 -2.158039 -0.286424 -0.573 -2.652 -0.592 0.43
H 2.301915 -0.019203 -1.228170 0.086 0.693 -0.996 0.37
H 3.373295 -1.005590 -0.204378 -2.697 1.723 0.373 0.26
H 2.469936 0.531287 0.425942 0.305 0.398 0.525 0.35
H -3.023807 0.038948 1.239031 1.320 -0.264 -0.907 0.23
H -2.613382 1.149606 -0.059715 0.487 -0.530 -0.280 0.27
H -3.492402 -0.342932 -0.318398 -0.500 -0.143 -0.761 0.35
H 0.299244 1.149426 1.214748 0.742 -0.029 -0.212 0.28
H 0.811244 1.109948 -0.566044 1.911 1.280 -0.828 0.48
H -0.709528 1.461767 -0.108661 -1.384 0.657 -0.308 0.32
```
Forces are in eV/Å.

Density functional theory data (ωB97M-V/def2-TZVPD) for 2 unconnected molecules or ions with the total composition C4H7NO3S at a distorted geometry.

Values from the calculation:
maximum force: 5.83 eV Å⁻¹
energy relative to the best compared isomer or geometry (same formula, charge and spin): 6.308 eV
calculated total energy: -22719.6847 eV
LUMO (spin up / spin down): 0.7 / -3.4 eV
2S+1: 3
HOMO level (spin up / spin down): -5.2145 / -8.9253 eV
net charge: 0

```
16
Properties=species:S:1:pos:R:3:forces:R:3:mulliken_spin:R:1
C -2.972090 -1.616881 -0.220476 1.081 0.574 2.478 -0.01
C -2.762223 -1.974932 -1.459352 -2.119 2.295 -2.518 0.02
C 1.593096 1.916605 0.961541 0.048 2.507 0.726 0.18
C 0.802044 -0.459679 -0.043417 -2.413 2.822 -1.329 0.38
N 1.330310 -1.560328 0.304747 1.430 -3.557 4.212 0.56
O -2.924792 -1.313377 0.910058 -0.513 -0.308 -1.555 0.00
O 1.925711 -2.486871 -0.504865 -1.623 1.070 -2.628 0.06
O -0.892522 1.342046 0.484409 -3.613 2.317 -1.182 0.39
S 0.188256 0.712168 1.148939 4.874 -2.835 -1.493 0.41
H 1.325954 -2.449270 -1.322546 1.453 -0.445 0.957 0.01
H -2.873635 -3.014705 -1.652985 0.189 -0.685 -0.286 0.00
H -3.242994 -1.216046 -2.260078 1.433 -1.860 1.900 0.00
H 2.417496 1.315156 0.584869 -0.056 0.246 0.283 -0.01
H 1.829194 2.435216 1.918470 0.014 -0.605 -0.463 0.00
H 1.341476 2.778178 0.257244 -0.033 -1.439 0.592 0.00
H 0.679546 -0.032687 -1.052723 -0.152 -0.098 0.307 0.02
```
Forces are in eV/Å.

Density functional theory data (ωB97M-V/def2-TZVPD) for a single C7H6INS molecule at a distorted geometry.

Values from the calculation:
maximum force: 10.22 eV Å⁻¹
calculated total energy: -27777.0405 eV
LUMO (spin up / spin down): 0.4 / -2.6 eV
2S+1: 3
HOMO level (spin up / spin down): -5.6956 / -8.8824 eV
net charge: 0

```
16
Properties=species:S:1:pos:R:3:forces:R:3:mulliken_spin:R:1
C -0.710945 0.696020 1.721200 5.963 -0.549 1.041 0.18
C 0.794358 0.530869 1.737076 -7.732 3.683 5.578 0.33
C -1.426879 0.116544 0.716712 0.558 -1.307 -2.124 0.56
C -0.363461 0.290421 -2.501994 -0.611 -0.875 1.270 0.02
C 1.447176 0.047774 0.679113 1.916 -1.518 -3.771 0.60
C -0.856953 -0.627902 -0.439635 2.209 0.817 -0.133 -0.02
C 0.756516 -0.714128 -0.391016 0.386 -1.521 0.284 0.00
N -1.270452 -0.032661 -1.679276 -0.954 1.374 -1.244 0.03
S 1.254017 -0.071102 -2.073553 1.362 -0.650 0.618 0.04
I 3.504420 0.039718 0.585726 -0.009 0.052 0.214 0.07
H -1.362509 1.137752 2.468647 1.006 0.234 0.504 0.01
H 1.182096 0.971452 2.668227 0.566 -0.430 -0.822 0.05
H -2.423256 0.355697 0.761358 -2.482 -0.007 -0.570 0.03
H -0.522108 0.702080 -3.478655 -0.374 0.299 -0.317 0.00
H -1.163416 -1.624806 -0.614873 -0.648 -1.476 0.777 0.03
H 1.161395 -1.817729 -0.159056 -1.157 1.875 -1.305 0.07
```
Forces are in eV/Å.

Density functional theory data (ωB97M-V/def2-TZVPD) for a molecular structure, C25H20IrN7O4S.

Values from the calculation:
maximum force: 0.69 eV Å⁻¹
calculated total energy: -58522.5709 eV
LUMO (spin up / spin down): -9.0 / -11.9 eV
2S+1: 2
HOMO level (spin up / spin down): -16.8505 / -16.8490 eV
net charge: +3

```
58
Properties=species:S:1:pos:R:3:forces:R:3:mulliken_spin:R:1
Ir -0.102063 -0.225886 0.001258 -0.097 -0.014 0.181 0.00
C -1.585314 3.768616 0.931695 0.013 -0.018 0.021 0.00
C -1.507386 4.366937 -0.311612 -0.003 0.022 -0.008 0.00
C -0.996490 3.642387 -1.382749 0.021 0.022 0.011 0.00
C -0.577993 2.344336 -1.179530 -0.022 0.000 0.024 0.00
N -0.664756 1.761326 0.050286 -0.055 0.042 -0.141 0.00
C -1.160787 2.456497 1.073074 0.074 0.045 -0.006 0.00
C -0.026747 1.488518 -2.258384 0.064 -0.045 -0.076 0.00
C 0.253917 1.849763 -3.566842 -0.043 0.009 0.033 0.00
C 0.789346 0.892279 -4.419053 0.025 -0.019 -0.045 0.00
C 1.042869 -0.402611 -3.979376 -0.020 0.034 0.008 0.00
C 0.749188 -0.720825 -2.663881 -0.033 0.055 -0.031 0.00
N 0.238007 0.232764 -1.868333 0.084 0.112 0.010 0.00
C 0.904356 -2.033375 -1.990160 -0.054 -0.040 0.028 0.00
C 1.344427 -3.175129 -2.627732 0.002 -0.003 -0.005 0.00
C 1.382089 -4.374362 -1.925646 0.015 -0.026 -0.015 0.00
C 0.964361 -4.401693 -0.607794 -0.013 0.032 0.030 0.00
C 0.537064 -3.222602 -0.017873 0.073 0.033 -0.055 0.00
N 0.523658 -2.065494 -0.682169 0.125 -0.124 -0.051 0.00
H -1.973633 4.300430 1.788608 -0.001 -0.001 0.000 0.00
H -1.840427 5.386011 -0.455549 0.002 0.001 0.002 0.00
H -0.934323 4.092158 -2.363474 0.001 -0.006 0.004 0.00
H -1.221070 1.934368 2.016527 -0.022 -0.023 0.011 0.00
H 0.064244 2.851134 -3.925651 -0.003 -0.005 0.010 0.00
H 1.012412 1.158299 -5.443872 -0.001 -0.001 0.001 0.00
H 1.455900 -1.134934 -4.657766 -0.003 -0.014 0.015 0.00
H 1.645325 -3.144834 -3.665345 -0.006 0.014 0.002 0.00
H 1.724297 -5.277092 -2.413725 -0.006 -0.001 0.001 0.00
H 0.961763 -5.318514 -0.035654 -0.001 0.001 0.001 0.00
H 0.189975 -3.189121 1.005936 -0.007 -0.016 0.012 0.00
C 3.428085 1.243422 -0.826689 -0.019 -0.010 -0.028 0.00
C 3.007647 0.685292 0.481179 0.109 -0.005 0.063 -0.01
N 1.826166 0.187576 0.816792 -0.104 -0.059 0.085 0.00
C 1.902464 -0.184354 2.141524 0.044 0.124 -0.080 -0.02
C 3.158415 0.092975 2.614198 -0.283 -0.184 0.239 0.00
N 3.828218 0.631860 1.557425 0.011 0.077 -0.225 -0.01
C 3.718225 -0.123918 3.969423 0.403 0.207 -0.236 -0.08
O 3.035087 -0.602287 4.863723 0.260 0.044 0.015 0.33
O 4.982727 0.227548 4.142740 -0.406 -0.131 0.044 0.80
C 0.670019 -0.707635 2.746600 -0.046 -0.068 0.301 -0.01
O 0.622647 -1.086750 3.977968 0.580 0.156 -0.082 0.00
O -0.344923 -0.762255 2.033088 0.014 -0.065 -0.085 0.00
H 2.663666 1.068257 -1.578043 0.004 -0.003 0.006 0.00
H 4.358250 0.782039 -1.159692 0.000 0.007 0.002 0.00
H 3.596153 2.318283 -0.741882 0.006 0.002 -0.002 0.00
H 4.789518 0.953582 1.569023 0.007 -0.038 0.095 0.00
H 1.527079 -0.970139 4.428196 -0.676 -0.110 -0.120 0.00
S -2.235277 -0.841419 -0.764821 -0.031 -0.067 0.039 0.00
C -3.388852 -0.670666 0.509314 0.074 0.094 0.062 0.00
N -4.583429 -1.285791 0.306332 -0.036 -0.004 -0.032 0.00
C -5.603705 -1.196522 1.184210 0.003 -0.013 0.001 0.00
C -5.419052 -0.484852 2.334400 0.005 0.000 0.006 0.00
C -4.166641 0.107398 2.504066 0.001 0.000 -0.011 0.00
N -3.181488 0.030201 1.614827 -0.030 -0.013 -0.027 0.00
H -4.706762 -1.829420 -0.541527 -0.004 0.005 0.001 0.00
H -6.518684 -1.709958 0.921908 0.004 -0.004 -0.004 0.00
H -6.202912 -0.391203 3.070133 0.001 0.000 0.000 0.00
H -3.954850 0.679385 3.400370 0.001 -0.003 0.000 0.00
```
Forces are in eV/Å.